[1]
Density functional theory data (the ωB97M-V functional and the def2-TZVPD basis) for C4H6LiO as an isolated structure in a non-equilibrium geometry.

The value obtained for the lowest unoccupied orbital energy is -4.53 eV. As for the HOMO-LUMO gap: 7.9 eV. The total energy comes out at -6486.583 eV. As for the total charge: +1. The energy above the lowest of the compared OMol25 structures with the same formula, charge and spin is 371.8 kJ/mol.

Cartesian coordinates (Å):
1 C -1.863 -1.210 0.316
2 H -2.771 -1.769 0.081
3 H 0.713 1.544 1.345
4 O 1.549 -0.111 0.446
5 H 2.111 1.812 0.077
6 C -1.345 -0.365 -0.549
7 C 1.383 1.147 0.567
8 H -1.283 -1.547 1.180
9 H 0.221 0.250 -1.850
10 Li 2.960 -1.327 0.444
11 C -0.315 0.442 -0.917
12 H -1.359 1.134 -1.139

Atomic partial charges in e from the Löwdin method, atoms 1 to 6: C 0.01; H 0.07; H 0.12; O -0.26; H 0.11; C -0.18

---

[2]
Density functional theory data (the ωB97M-V functional and the def2-TZVPD basis) for C4H6LiO2 as an isolated structure in a non-equilibrium geometry.

The value obtained for the lowest unoccupied orbital energy (spin up / spin down) is -4.59 / -5.88 eV. As for the HOMO-LUMO gap (spin up / spin down): 8.9 / 7.0 eV. The total energy comes out at -8536.382 eV. As for the total charge: +1. The energy above the lowest of the compared OMol25 structures with the same formula, charge and spin is 24.1 kJ/mol.

Cartesian coordinates (Å):
1 Li 2.457 -0.208 -1.134
2 C 0.590 -1.785 0.483
3 H -1.413 -0.340 -1.204
4 O 0.758 1.608 -0.412
5 H -1.257 -1.230 1.462
6 O 1.549 -1.520 -0.234
7 C -0.632 1.417 -0.306
8 H -1.127 1.836 -1.201
9 C -1.028 -0.013 -0.231
10 H 0.687 -2.628 1.193
11 H -1.033 1.899 0.603
12 H 1.098 1.986 0.402
13 C -0.649 -1.022 0.580

Atomic partial charges in e from the Löwdin method, atoms 1 to 6: Li 0.85; C -0.22; H 0.14; O -0.06; H 0.14; O -0.09